{"formula": "C5H10O", "method": "ωB97M-V/def2-TZVPD", "symbols": ["O", "C", "C", "C", "C", "C", "H", "H", "H", "H", "H", "H", "H", "H", "H", "H"], "positions_angstrom": [[1.70023, 0.50839, -0.28889], [-1.61581, -0.49632, -1.26067], [0.23337, 1.02140, 1.50492], [-0.12026, -0.81899, -1.15012], [0.80332, 0.39065, -1.24042], [1.42099, 0.18678, 1.07920], [-2.09625, -0.37868, -0.28265], [-0.68396, 0.80849, 0.93717], [0.46449, 2.07976, 1.36096], [0.04606, -1.55782, -0.35693], [1.25793, -0.87688, 1.21986], [-2.15483, -1.29835, -1.77011], [0.17644, -1.28643, -2.10042], [-1.78240, 0.42085, -1.83095], [0.02869, 0.82259, 2.55291], [2.32199, 0.47456, 1.62613]], "spin_multiplicity": 1, "orbital_gap_ev": 8.8, "e_tot_ev": -7391.29171}